1 | This record from OMol25 describes a 2-piece molecular cluster, C2H8N2O overall. The level of theory is ωB97M-V with the def2-TZVPD basis set.

Its HOMO-LUMO gap is 0.356 Eh. As for the highest occupied orbital energy: -8.656 eV. Its SMILES is [H]/N=C/NC.O.

Atoms and positions in Å:
H -0.798 -2.579 -0.132
N -0.437 -1.675 0.133
C -1.056 -0.601 -0.241
N -0.365 0.533 -0.202
C -0.784 1.859 -0.537
H -2.111 -0.518 -0.483
H 0.611 0.475 0.061
H -1.730 1.887 -1.098
H -0.958 2.574 0.275
H -0.024 2.322 -1.191
O 2.287 -0.265 0.786
H 1.545 -0.697 1.223
H 2.455 -0.887 0.092

These are the natural (NBO) partial charges, in e, on atoms 1 to 8: 0.355 -0.827 0.304 -0.605 -0.410 0.155 0.421 0.200

=====

2 | This record from OMol25 describes a 2-piece molecular cluster, C2H8N2O overall. The level of theory is ωB97M-V with the def2-TZVPD basis set.

Its HOMO-LUMO gap is 0.222 Eh. As for the highest occupied orbital energy: -5.798 eV. Its SMILES is N/C=C/N.O.

Atoms and positions in Å:
N -1.373 -0.181 2.406
C -0.361 -0.568 1.463
C -0.333 -0.383 0.102
N -0.870 -1.430 -0.698
H -0.854 0.096 3.291
H -1.997 0.666 2.148
H 0.381 -1.091 2.025
H 0.590 0.071 0.026
H -1.574 -2.037 -0.182
H -0.548 -1.849 -1.530
O 2.479 2.119 -2.628
H 2.132 2.800 -3.171
H 1.910 1.381 -2.937

These are the natural (NBO) partial charges, in e, on atoms 1 to 8: -0.825 0.054 -0.246 -0.870 0.382 0.390 0.154 0.194

=====

3 | This record from OMol25 describes a 2-piece molecular cluster, C2H8N2O overall. The level of theory is ωB97M-V with the def2-TZVPD basis set.

Its HOMO-LUMO gap is 0.342 Eh. As for the highest occupied orbital energy: -8.978 eV. Its SMILES is C=O.NCN.

Atoms and positions in Å:
C -0.159 -5.536 3.196
O 0.346 -4.615 2.453
H 0.153 -5.391 4.208
H -0.585 -6.535 2.870
N -0.357 2.823 -0.191
C 0.053 1.813 -1.311
N 0.540 2.329 -2.585
H 0.327 3.472 0.193
H -0.984 3.431 -0.716
H 0.624 1.058 -0.904
H -0.893 1.388 -1.647
H -0.341 2.714 -3.076
H 1.277 3.049 -2.490

These are the natural (NBO) partial charges, in e, on atoms 1 to 8: 0.228 -0.499 0.131 0.140 -0.861 -0.050 -0.843 0.353

=====

1 is preferred energetically. Next in line: 41.2 kcal/mol higher.

=====

1 | This record from OMol25 describes a 3-piece molecular cluster, CH3O3S overall. The level of theory is ωB97M-V with the def2-TZVPD basis set.

The net charge is -1. Its HOMO-LUMO gap is 0.238 Eh. As for the highest occupied orbital energy: -2.479 eV.

Atoms and positions in Å:
C -1.713 -0.463 -0.003
O -0.814 0.423 0.183
O 0.422 -0.500 -2.075
O -2.677 -0.657 0.777
S 0.630 0.479 -0.931
H -1.652 -1.000 -0.924
H 2.877 0.938 1.915
H 2.925 0.779 1.057

Per-atom natural (NBO) charges, elementary charge units: 0.621 -0.662 -1.011 -0.698 0.663 0.106 -0.038 0.019

=====

2 | This record from OMol25 describes a 2-piece molecular cluster, CH3O3S overall. The level of theory is ωB97M-V with the def2-TZVPD basis set.

The net charge is -1. Its HOMO-LUMO gap (alpha / beta) is 0.248 / 0.247 Eh. As for the highest occupied orbital energy (alpha / beta): -2.812 / -2.790 eV.

Atoms and positions in Å:
C 1.062 -0.468 -0.287
O -0.545 1.693 -1.251
O -1.513 -0.462 -0.278
O 0.675 -1.425 0.590
S -0.337 0.699 -0.223
H 2.019 -0.037 -0.142
H -0.299 -1.444 0.266
H -1.061 1.443 1.325

Per-atom natural (NBO) charges, elementary charge units: -0.323 -0.971 -1.044 -0.738 1.678 0.141 0.510 -0.254

=====

1 is preferred energetically. Next in line: 61.4 kcal/mol higher.

=====

1 | This record from OMol25 describes C2H4F3N as an isolated structure. The level of theory is ωB97M-V with the def2-TZVPD basis set.

Its HOMO-LUMO gap is 0.391 Eh. As for the highest occupied orbital energy: -9.979 eV.

Atoms and positions in Å:
C 0.012 0.231 -0.618
C -0.780 -0.201 0.511
H 1.777 1.177 -0.010
H 1.291 -0.933 0.411
H -0.132 1.205 -1.047
H -0.241 -0.510 -1.531
N 1.459 0.107 -0.345
F -0.478 -1.504 1.027
F -0.817 0.659 1.576
F -2.091 -0.232 0.028

These are the natural (NBO) partial charges, in e, on atoms 1 to 8: -0.351 0.964 0.387 0.394 0.240 0.217 -0.852 -0.340

=====

2 | This record from OMol25 describes one molecule with the formula C2H4F3N. The level of theory is ωB97M-V with the def2-TZVPD basis set.

Its HOMO-LUMO gap is 0.407 Eh. As for the highest occupied orbital energy: -10.070 eV. Its SMILES is NCC(F)(F)F.

Atoms and positions in Å:
N -0.072 -1.447 -0.371
C 0.629 -0.186 -0.272
C -0.215 0.945 0.339
F -1.437 0.923 -0.228
F -0.320 0.806 1.690
F 0.333 2.109 0.137
H -0.375 -1.726 0.589
H -0.936 -1.388 -0.947
H 1.516 -0.311 0.304
H 0.876 0.274 -1.241

These are the natural (NBO) partial charges, in e, on atoms 1 to 8: -0.820 -0.298 0.952 -0.333 -0.343 -0.313 0.364 0.371

=====

2 is preferred energetically. Next in line: 57.0 kcal/mol higher.

=====

1 | This record from OMol25 describes C3H6N2OS as an isolated structure. The level of theory is ωB97M-V with the def2-TZVPD basis set.

Its HOMO-LUMO gap is 0.340 Eh. As for the highest occupied orbital energy: -8.512 eV.

Atoms and positions in Å:
C 1.828 -0.371 0.476
C 0.262 -0.310 0.693
C -1.360 1.179 -0.008
H 3.382 0.190 -1.037
H 2.267 1.269 -0.912
H 2.087 0.672 1.238
H 2.465 -1.435 0.797
H 0.289 -0.426 1.743
H -1.815 2.064 -0.109
N 2.363 0.270 -0.921
N -1.937 0.251 -0.515
O -0.116 1.080 0.527
S -0.944 -1.100 -0.178

These are the natural (NBO) partial charges, in e, on atoms 1 to 8: -0.240 -0.166 0.359 0.359 0.354 0.197 0.247 0.182

=====

2 | This record from OMol25 describes one molecule with the formula C3H6N2OS. The level of theory is ωB97M-V with the def2-TZVPD basis set.

Its HOMO-LUMO gap is 0.314 Eh. As for the highest occupied orbital energy: -8.981 eV. Its SMILES is NN[C@H]1O[C@@H]1C=S.

Atoms and positions in Å:
N 0.763 1.473 0.501
N 1.167 0.223 0.015
C 0.082 -0.555 -0.397
O 0.130 -1.937 -0.325
C -0.762 -1.268 0.564
C -2.209 -1.543 0.314
S -3.431 -1.703 1.299
H 0.579 2.190 -0.204
H -0.184 1.665 0.932
H 1.811 -0.241 0.718
H -0.420 -0.113 -1.235
H -0.421 -1.208 1.666
H -2.422 -1.597 -0.744

These are the natural (NBO) partial charges, in e, on atoms 1 to 8: -0.676 -0.456 0.230 -0.449 -0.056 -0.309 0.108 0.344

=====

3 | This record from OMol25 describes one molecule with the formula C3H6N2OS. The level of theory is ωB97M-V with the def2-TZVPD basis set.

Its HOMO-LUMO gap is 0.366 Eh. As for the highest occupied orbital energy: -9.225 eV. Its SMILES is C=NNC(=O)SC.

Atoms and positions in Å:
C 2.538 1.097 1.668
N 1.773 0.586 0.830
N 0.562 0.234 1.212
C -0.463 -0.151 0.322
O -1.409 -0.691 0.915
S -0.269 -0.203 -1.396
C -2.010 -0.606 -1.929
H 2.311 1.157 2.805
H 3.448 1.717 1.366
H 0.161 0.336 2.250
H -2.277 -0.203 -3.059
H -2.056 -1.771 -1.835
H -2.747 -0.239 -1.169

These are the natural (NBO) partial charges, in e, on atoms 1 to 8: -0.143 -0.209 -0.453 0.465 -0.623 0.252 -0.757 0.142

=====

4 | This record from OMol25 describes one molecule with the formula C3H6N2OS. The level of theory is ωB97M-V with the def2-TZVPD basis set.

Its HOMO-LUMO gap is 0.347 Eh. As for the highest occupied orbital energy: -9.413 eV. Its SMILES is [H]/N=C(/N)CC(O)=S.

Atoms and positions in Å:
H 1.668 1.520 -0.623
N 1.860 0.491 -0.691
C 1.057 -0.207 -0.009
N 1.112 -1.598 -0.053
C -0.030 0.307 0.953
C -1.324 0.234 0.146
O -1.513 1.454 -0.343
S -2.303 -0.930 -0.253
H 1.499 -1.816 -1.045
H 0.116 -1.977 -0.135
H -0.093 -0.293 1.925
H 0.279 1.379 1.089
H -2.329 1.436 -0.961

These are the natural (NBO) partial charges, in e, on atoms 1 to 8: 0.344 -0.681 0.452 -0.822 -0.562 0.207 -0.660 -0.058

=====

4 is preferred energetically. Next in line: 37.2 kcal/mol higher.

=====

1 | This record from OMol25 describes C3H6N2OS as an isolated structure. The level of theory is ωB97M-V with the def2-TZVPD basis set.

Its HOMO-LUMO gap is 0.337 Eh. As for the highest occupied orbital energy: -8.453 eV.

Atoms and positions in Å:
C 0.671 -0.017 0.576
C -0.456 0.908 0.480
C -0.186 -0.969 -0.224
H 2.284 -0.465 -0.474
H 2.464 0.893 0.574
H 0.602 -0.490 1.585
H -0.283 1.747 -0.179
H -0.948 1.233 1.329
H -2.534 -0.818 -1.444
N 1.857 0.414 -0.152
N -1.212 -0.060 -0.293
O -2.381 0.034 -0.969
S 0.121 -2.411 -0.810

These are the natural (NBO) partial charges, in e, on atoms 1 to 8: -0.146 -0.203 0.045 0.383 0.369 0.196 0.205 0.193

=====

2 | This record from OMol25 describes one molecule with the formula C3H6N2OS. The level of theory is ωB97M-V with the def2-TZVPD basis set.

Its HOMO-LUMO gap is 0.318 Eh. As for the highest occupied orbital energy: -9.106 eV. Its SMILES is [H]/N=C\NOCC=S.

Atoms and positions in Å:
H 0.070 -1.374 1.423
N -0.695 -2.042 1.319
C -1.514 -1.544 0.481
N -1.347 -0.341 -0.276
O -0.351 0.507 0.267
C 0.687 0.644 -0.667
C 1.785 1.485 -0.035
S 3.013 2.130 -0.810
H -2.456 -2.126 0.138
H -2.183 0.263 -0.380
H 0.274 1.185 -1.531
H 1.086 -0.311 -0.958
H 1.632 1.526 1.030

These are the natural (NBO) partial charges, in e, on atoms 1 to 8: 0.338 -0.652 0.247 -0.360 -0.408 -0.143 -0.283 0.101

=====

2 is preferred energetically. Next in line: 1.7 kcal/mol higher.

=====

1 | This record from OMol25 describes one molecule with the formula C4H5FN2O. The level of theory is ωB97M-V with the def2-TZVPD basis set.

Its HOMO-LUMO gap is 0.399 Eh. As for the highest occupied orbital energy: -10.240 eV. Its SMILES is C[C@@H](F)c1cnno1.

Atoms and positions in Å:
C -0.488 1.270 -1.179
C -0.458 -0.236 -0.890
F 0.089 -0.939 -1.934
C 0.321 -0.408 0.383
C -0.098 -0.906 1.610
N 0.999 -0.983 2.422
N 2.022 -0.625 1.815
O 1.648 -0.243 0.424
H -0.927 1.786 -0.307
H 0.485 1.622 -1.394
H -1.121 1.521 -2.022
H -1.429 -0.640 -0.839
H -1.044 -1.219 1.909

These are the natural (NBO) partial charges, in e, on atoms 1 to 8: -0.635 0.170 -0.343 0.285 -0.183 -0.168 0.111 -0.318

=====

2 | This record from OMol25 describes one molecule with the formula C4H5FN2O. The level of theory is ωB97M-V with the def2-TZVPD basis set.

Its HOMO-LUMO gap is 0.302 Eh. As for the highest occupied orbital energy: -7.516 eV. Its SMILES is Nc1cc(F)c(N)o1.

Atoms and positions in Å:
N -0.522 0.459 -2.363
C 0.076 0.158 -1.195
C 1.220 0.744 -0.523
C 1.071 0.149 0.795
F 1.940 0.108 1.803
C -0.165 -0.469 0.914
N -1.142 -1.051 1.813
O -0.818 -0.517 -0.365
H -0.433 1.493 -2.628
H -1.591 0.030 -2.190
H 2.140 1.051 -1.141
H -1.356 -0.499 2.591
H -0.420 -1.655 2.489

These are the natural (NBO) partial charges, in e, on atoms 1 to 8: -0.836 0.498 -0.473 0.310 -0.309 0.261 -0.789 -0.448

=====

1 is preferred energetically. Next in line: 24.1 kcal/mol higher.